Computed, not measured: a molecular structure, C27H39MgN7O5, with ωB97M-V/def2-TZVPD.

ORCA input file:
```
! RIJCOSX wB97M-V def2-TZVPD def2/J DEFGRID3
* xyz 0 1
Mg -0.770 1.208 1.129
C -0.354 0.160 -0.754
O -1.485 0.569 -0.523
O -0.026 -0.436 0.255
O 0.196 1.252 -0.596
C 0.577 -2.704 6.623
C 1.401 -1.600 5.869
O 2.178 -0.906 6.537
N 1.398 -1.484 4.548
C 0.680 -2.350 3.665
H -0.461 -2.471 6.383
H 0.816 -2.540 7.674
H 1.017 -3.658 6.335
H 1.920 -0.727 4.131
H 0.762 -1.979 2.644
H -0.323 -2.707 3.899
H 1.191 -3.313 3.668
C -2.157 4.908 2.382
C -1.602 4.250 1.156
O -1.407 3.024 1.144
N -1.328 5.057 0.081
C -0.753 4.543 -1.160
H -1.450 4.801 3.205
H -3.059 4.419 2.750
H -2.256 5.973 2.171
H -1.559 6.040 0.101
H 0.305 4.287 -1.102
H -1.018 5.226 -1.966
H -1.311 3.642 -1.416
N -1.332 -3.104 1.080
C -2.555 -3.104 1.646
C -2.950 -4.398 1.990
C -1.959 -5.180 1.438
C -0.923 -4.399 0.932
H -0.799 -2.338 0.693
H -2.980 -2.122 1.794
H -3.853 -4.653 2.526
H -2.014 -6.258 1.406
H 0.013 -4.679 0.473
N -3.934 -0.285 -1.778
C -4.756 -1.014 -0.955
C -5.935 -1.245 -1.635
C -5.838 -0.639 -2.885
C -4.640 -0.008 -2.947
H -3.021 0.107 -1.591
H -4.440 -1.288 0.041
H -6.817 -1.698 -1.208
H -6.676 -0.652 -3.566
H -4.163 0.621 -3.684
N 2.950 1.570 -0.894
C 3.897 2.566 -0.721
C 5.009 1.984 -1.275
C 4.731 0.774 -1.845
C 3.432 0.493 -1.569
H 1.977 1.671 -0.640
H 3.760 3.547 -0.289
H 6.029 2.338 -1.298
H 5.409 0.115 -2.368
H 2.775 -0.301 -1.892
N 1.993 -2.373 -0.270
C 3.183 -2.827 0.181
C 3.463 -4.010 -0.477
C 2.375 -4.268 -1.303
C 1.456 -3.279 -1.155
H 1.525 -1.539 0.057
H 3.724 -2.249 0.916
H 4.245 -4.744 -0.354
H 2.334 -5.154 -1.920
H 0.461 -3.094 -1.531
N 1.431 2.692 -3.404
C 0.296 3.235 -3.989
C 0.646 3.907 -5.143
C 2.043 3.705 -5.300
C 2.503 2.941 -4.192
H 1.481 2.174 -2.538
H -0.667 3.025 -3.546
H -0.024 4.368 -5.853
H 2.581 4.043 -6.173
H 3.433 2.539 -3.815
*
```

frontier orbital gap = 5.226 eV
maximum force = 16.98 eV/Å
total energy = -54738.2985 eV

Atomic partial charges in e from the Mulliken method, atoms 1 to 6: number 1, Mg, carries 1.126; number 2, C, carries 0.835; number 3, O, carries -1.019; number 4, O, carries -0.391; number 5, O, carries -0.477; number 6, C, carries -0.970

=====

Computed, not measured: a molecular structure, C27H39MoN3O2S3Sb, with ωB97M-V/def2-TZVPD.

ORCA input file:
```
! RIJCOSX wB97M-V def2-TZVPD def2/J DEFGRID3
* xyz 1 3
Mo 0.324 -0.312 -0.375
O 0.030 0.165 3.738
C -1.137 -0.585 3.432
C -2.290 0.328 3.054
C -2.069 1.003 1.695
C -2.672 0.205 0.578
C -4.062 0.169 0.478
C -4.680 -0.645 -0.444
C -3.888 -1.440 -1.260
C -2.522 -1.361 -1.120
N -1.909 -0.542 -0.239
H -0.115 0.610 4.580
H -1.414 -1.235 4.267
H -0.855 -1.247 2.597
H -2.386 1.101 3.821
H -3.230 -0.227 3.058
H -1.009 1.178 1.549
H -2.546 1.986 1.685
H -4.643 0.779 1.157
H -5.758 -0.673 -0.518
H -4.309 -2.105 -1.998
H -1.870 -1.966 -1.737
O -0.199 1.642 -0.751
C 0.024 2.819 -0.197
C -0.718 3.922 -0.654
C -0.518 5.175 -0.126
C 0.420 5.381 0.891
C 1.132 4.306 1.366
C 0.948 3.017 0.841
C 1.701 1.899 1.372
N 1.602 0.616 1.014
C 2.517 -0.097 1.782
C 3.158 0.759 2.598
N 2.639 2.005 2.326
H -1.449 3.755 -1.430
H -1.097 6.008 -0.499
H 0.579 6.365 1.302
H 1.839 4.475 2.168
H 2.624 -1.162 1.685
H 3.915 0.603 3.340
H 2.925 2.867 2.761
S 2.582 -4.248 -1.227
C 1.845 -2.854 -0.903
S 2.495 -1.251 -1.144
S 0.244 -2.689 -0.162
C 2.488 1.959 -2.623
C 2.048 0.994 -3.716
C 1.830 1.738 -5.031
Sb 0.350 -0.204 -3.155
C 0.707 -2.049 -4.178
C -0.334 -3.123 -3.880
C 0.861 -1.803 -5.676
C -1.235 0.723 -4.280
C -2.436 -0.174 -4.540
C -1.654 2.037 -3.637
H 3.415 2.450 -2.927
H 2.677 1.463 -1.668
H 1.744 2.737 -2.455
H 2.823 0.230 -3.847
H 1.110 2.547 -4.912
H 1.490 1.102 -5.845
H 2.772 2.192 -5.346
H 1.669 -2.363 -3.759
H -1.326 -2.847 -4.239
H -0.398 -3.353 -2.817
H -0.055 -4.047 -4.390
H -0.037 -1.370 -6.120
H 1.041 -2.754 -6.182
H 1.703 -1.152 -5.906
H -0.739 0.925 -5.229
H -2.956 -0.430 -3.616
H -2.170 -1.098 -5.051
H -3.153 0.352 -5.175
H -2.147 1.858 -2.679
H -2.357 2.562 -4.288
H -0.810 2.700 -3.450
*
```

frontier orbital gap (alpha / beta) = 6.287 / 7.173 eV
maximum force = 0.64 eV/Å
total energy = -78092.6455 eV

Atomic partial charges in e from the Mulliken method, atoms 1 to 6: number 1, Mo, carries -0.274; number 2, O, carries -0.444; number 3, C, carries -0.521; number 4, C, carries -0.782; number 5, C, carries -0.103; number 6, C, carries 0.086

=====

Computed, not measured: a molecular structure, C27H39N2, with ωB97M-V/def2-TZVPD.

ORCA input file:
```
! RIJCOSX wB97M-V def2-TZVPD def2/J DEFGRID3
* xyz 1 1
C 5.498 -2.372 2.241
C 6.409 -1.594 1.313
C 5.537 -0.811 0.338
N 4.168 -1.003 0.766
N 3.231 -0.477 -0.014
C 1.981 -0.405 0.460
C 4.044 -2.044 1.839
H 5.684 -3.445 2.158
H 5.684 -2.135 3.292
H 7.050 -0.916 1.873
H 7.077 -2.267 0.777
H 5.802 0.257 0.324
H 5.634 -1.217 -0.683
H 1.604 0.788 0.586
H 1.767 -0.883 1.435
H 3.568 -2.969 1.435
H 3.465 -1.722 2.729
C -6.664 -0.152 1.509
C -5.208 0.210 1.503
C -4.758 1.299 0.770
C -3.421 1.692 0.772
C -3.131 2.932 -0.029
C -2.487 0.923 1.500
C -1.044 1.381 1.594
C -0.901 2.682 2.379
C -0.362 1.483 0.196
C 0.545 0.231 -0.177
C 0.593 -0.085 -1.691
C 0.068 -1.307 -2.185
C -0.615 -2.319 -1.284
C 0.054 -1.583 -3.561
C 0.516 -0.645 -4.492
C 0.671 -0.994 -5.940
C 0.845 0.622 -4.014
C 0.886 0.916 -2.638
C 1.134 2.347 -2.252
C -2.935 -0.167 2.275
C -2.009 -0.963 3.162
C -4.284 -0.510 2.254
H -6.803 -1.038 2.136
H -7.261 0.673 1.917
H -7.037 -0.364 0.498
H -5.464 1.902 0.199
H -2.221 3.470 0.237
H -3.082 2.718 -1.107
H -3.967 3.639 0.088
H -0.483 0.615 2.137
H -1.311 2.539 3.380
H 0.151 2.977 2.449
H -1.447 3.511 1.922
H -1.120 1.614 -0.593
H 0.290 2.383 0.182
H -0.002 -0.568 0.318
H -0.988 -3.145 -1.913
H 0.075 -2.727 -0.528
H -1.515 -1.906 -0.792
H -0.347 -2.547 -3.916
H 1.026 -0.124 -6.498
H 1.419 -1.784 -6.084
H -0.270 -1.360 -6.370
H 1.059 1.427 -4.725
H 1.516 2.888 -3.129
H 0.200 2.876 -1.991
H 1.848 2.447 -1.422
H -2.564 -1.755 3.684
H -1.207 -1.464 2.601
H -1.539 -0.335 3.931
H -4.651 -1.343 2.862
*
```

frontier orbital gap = 6.780 eV
maximum force = 3.79 eV/Å
total energy = -31602.0699 eV

Atomic partial charges in e from the natural (NBO) method, atoms 1 to 6: number 1, C, carries -0.414; number 2, C, carries -0.422; number 3, C, carries -0.228; number 4, N, carries -0.112; number 5, N, carries -0.038; number 6, C, carries -0.239

=====

- Which value of total energy does entry 1 give?
  -54738.2985 eV

=====

- The highest maximum force belongs to which entry?
  C27H39MgN7O5

=====

- What is the formula in the second record?
  C27H39MoN3O2S3Sb

=====

What did the third record say?
Computed, not measured: a molecular structure, C27H39N2, with ωB97M-V/def2-TZVPD.

ORCA input file:
```
! RIJCOSX wB97M-V def2-TZVPD def2/J DEFGRID3
* xyz 1 1
C 5.498 -2.372 2.241
C 6.409 -1.594 1.313
C 5.537 -0.811 0.338
N 4.168 -1.003 0.766
N 3.231 -0.477 -0.014
C 1.981 -0.405 0.460
C 4.044 -2.044 1.839
H 5.684 -3.445 2.158
H 5.684 -2.135 3.292
H 7.050 -0.916 1.873
H 7.077 -2.267 0.777
H 5.802 0.257 0.324
H 5.634 -1.217 -0.683
H 1.604 0.788 0.586
H 1.767 -0.883 1.435
H 3.568 -2.969 1.435
H 3.465 -1.722 2.729
C -6.664 -0.152 1.509
C -5.208 0.210 1.503
C -4.758 1.299 0.770
C -3.421 1.692 0.772
C -3.131 2.932 -0.029
C -2.487 0.923 1.500
C -1.044 1.381 1.594
C -0.901 2.682 2.379
C -0.362 1.483 0.196
C 0.545 0.231 -0.177
C 0.593 -0.085 -1.691
C 0.068 -1.307 -2.185
C -0.615 -2.319 -1.284
C 0.054 -1.583 -3.561
C 0.516 -0.645 -4.492
C 0.671 -0.994 -5.940
C 0.845 0.622 -4.014
C 0.886 0.916 -2.638
C 1.134 2.347 -2.252
C -2.935 -0.167 2.275
C -2.009 -0.963 3.162
C -4.284 -0.510 2.254
H -6.803 -1.038 2.136
H -7.261 0.673 1.917
H -7.037 -0.364 0.498
H -5.464 1.902 0.199
H -2.221 3.470 0.237
H -3.082 2.718 -1.107
H -3.967 3.639 0.088
H -0.483 0.615 2.137
H -1.311 2.539 3.380
H 0.151 2.977 2.449
H -1.447 3.511 1.922
H -1.120 1.614 -0.593
H 0.290 2.383 0.182
H -0.002 -0.568 0.318
H -0.988 -3.145 -1.913
H 0.075 -2.727 -0.528
H -1.515 -1.906 -0.792
H -0.347 -2.547 -3.916
H 1.026 -0.124 -6.498
H 1.419 -1.784 -6.084
H -0.270 -1.360 -6.370
H 1.059 1.427 -4.725
H 1.516 2.888 -3.129
H 0.200 2.876 -1.991
H 1.848 2.447 -1.422
H -2.564 -1.755 3.684
H -1.207 -1.464 2.601
H -1.539 -0.335 3.931
H -4.651 -1.343 2.862
*
```

frontier orbital gap = 6.780 eV
maximum force = 3.79 eV/Å
total energy = -31602.0699 eV

Atomic partial charges in e from the natural (NBO) method, atoms 1 to 6: number 1, C, carries -0.414; number 2, C, carries -0.422; number 3, C, carries -0.228; number 4, N, carries -0.112; number 5, N, carries -0.038; number 6, C, carries -0.239